1.
The following is a quantum chemistry calculation of a 2-piece molecular cluster, C5H13NO overall at a distorted geometry, from OMol25.

Computed properties:
SMILES ... C=CCCCN.O
ΔE to the lowest compared entry with this formula, charge and spin ... 77.5 kcal/mol

```
20
Properties=species:S:1:pos:R:3:lowdin_charge:R:1
C 1.197 0.062 0.531 -0.25
C 1.180 1.314 -0.350 -0.23
C 0.085 1.662 -1.329 -0.20
C -1.067 -0.641 -1.565 -0.02
C -1.074 0.671 -1.421 -0.18
N 0.040 0.049 1.584 -0.01
H 2.057 -0.107 1.268 0.12
H 1.238 -0.875 0.025 0.06
H 1.235 2.231 0.315 0.13
H 2.116 1.103 -0.874 0.10
H 0.495 1.802 -2.417 0.15
H -0.264 2.627 -0.977 0.09
H -1.695 -1.277 -2.142 0.05
H -0.304 -1.341 -1.214 0.04
H -2.109 1.005 -1.573 0.10
H 0.384 0.003 2.567 0.07
H -0.497 0.868 1.395 0.03
H -0.847 -2.606 1.425 0.03
H -0.834 -3.638 2.526 0.00
O -1.335 -2.912 2.226 -0.06
```


2.
The following is a quantum chemistry calculation of a 7-piece molecular cluster, C41H81F9INO28P6 overall at a distorted geometry, from OMol25.

Computed properties:
E_tot ... -7016.82514 hartree
SMILES ... NCCCCCC1=C(CCCI)C(=O)C(C(F)(F)C(F)(F)C(F)(F)C(F)(F)F)=C(CCCCOC=O)C1=O.COP(=O)(OC)OC.COP(=O)(OC)OC.COP(=O)(OC)OC.COP(=O)(OC)OC.COP(=O)(OC)OC.COP(=O)(OC)OC

```
167
Properties=species:S:1:pos:R:3:lowdin_charge:R:1
N 4.754 -3.951 4.797 0.00
C 3.586 -4.816 4.578 -0.28
C 3.237 -5.043 3.103 -0.19
C 2.885 -3.709 2.395 -0.20
C 3.361 -3.621 0.940 -0.15
C 3.474 -2.139 0.437 -0.11
C 2.239 -1.414 0.885 -0.13
C 2.118 -0.573 1.911 -0.12
C 3.282 -0.190 2.790 -0.11
C 3.809 1.232 2.393 -0.28
C 3.680 1.546 0.895 -0.62
I 5.171 3.034 0.371 0.74
C 0.756 0.017 2.186 -0.24
O 0.624 1.156 2.555 0.14
C -0.401 -0.933 1.922 0.03
C -1.633 -0.923 2.813 -0.36
F -1.338 -0.178 3.911 0.13
F -1.888 -2.156 3.294 0.13
C -2.963 -0.373 2.173 -0.34
F -2.938 -0.355 0.838 0.16
F -3.941 -1.239 2.515 0.15
C -3.472 1.008 2.684 -0.35
F -3.839 0.963 3.964 0.18
F -4.608 1.236 1.989 0.15
C -2.563 2.251 2.438 -0.54
F -1.805 2.150 1.357 0.19
F -3.388 3.302 2.231 0.15
F -1.841 2.579 3.495 0.19
C -0.280 -1.774 0.897 -0.04
C -1.287 -2.820 0.499 -0.10
C -0.683 -3.955 -0.379 -0.17
C -1.676 -5.105 -0.588 -0.15
C -1.266 -5.887 -1.835 -0.18
O -1.409 -5.084 -3.027 -0.04
C -0.233 -4.882 -3.658 -0.35
O 0.031 -3.850 -4.223 0.09
C 0.989 -1.650 0.079 -0.27
O 1.023 -1.696 -1.123 0.16
H 5.296 -3.863 3.947 0.06
H 4.438 -3.019 5.028 0.05
H 2.689 -4.437 5.071 0.10
H 3.791 -5.777 5.054 0.10
H 2.331 -5.656 3.074 0.11
H 4.018 -5.575 2.556 0.10
H 1.813 -3.549 2.512 0.11
H 3.404 -2.928 2.954 0.08
H 4.289 -4.157 0.760 0.11
H 2.567 -4.057 0.323 0.10
H 3.402 -2.212 -0.649 0.12
H 4.396 -1.667 0.754 0.11
H 4.122 -0.860 2.659 0.10
H 3.009 -0.126 3.842 0.13
H 4.860 1.333 2.656 0.06
H 3.239 1.988 2.931 0.10
H 3.908 0.698 0.259 0.03
H 2.723 1.979 0.626 0.04
H -1.753 -3.319 1.348 0.12
H -2.108 -2.413 -0.094 0.13
H -0.514 -3.500 -1.354 0.10
H 0.261 -4.265 0.072 0.11
H -1.550 -5.790 0.253 0.12
H -2.706 -4.774 -0.705 0.12
H -0.245 -6.263 -1.774 0.12
H -1.970 -6.715 -1.942 0.13
H 0.501 -5.704 -3.716 0.15
C -1.952 4.932 -0.818 -0.12
O -0.945 5.710 -1.490 -0.25
P -0.734 7.365 -1.254 0.57
O -0.412 7.756 -2.649 -0.24
O 0.571 7.111 -0.326 -0.24
C 0.415 6.230 0.790 -0.11
O -0.960 8.850 -0.534 -0.22
C -2.240 9.473 -0.744 -0.11
H -2.490 4.353 -1.569 0.07
H -1.473 4.239 -0.127 0.07
H -2.657 5.556 -0.268 0.09
H 0.749 5.225 0.529 0.09
H -0.625 6.189 1.123 0.08
H 1.027 6.594 1.613 0.09
H -3.040 8.869 -0.314 0.08
H -2.422 9.624 -1.810 0.09
H -2.228 10.438 -0.246 0.09
C 10.546 2.695 4.294 -0.12
O 9.177 2.380 3.944 -0.24
P 7.973 2.360 5.121 0.59
O 7.224 1.203 4.543 -0.26
O 7.328 3.771 4.646 -0.24
C 8.153 4.936 4.590 -0.11
O 7.139 2.402 6.578 -0.24
C 7.571 1.471 7.584 -0.12
H 11.196 1.924 3.883 0.09
H 10.821 3.653 3.849 0.08
H 10.700 2.748 5.372 0.08
H 8.503 5.083 3.568 0.09
H 9.013 4.869 5.260 0.08
H 7.553 5.797 4.880 0.09
H 8.599 1.676 7.885 0.08
H 7.488 0.447 7.217 0.08
H 6.925 1.592 8.450 0.09
C -2.898 -6.731 7.466 -0.12
O -1.466 -6.907 7.349 -0.24
P -0.424 -5.624 7.630 0.56
O 0.609 -5.875 6.596 -0.24
O 0.022 -6.203 9.081 -0.24
C -0.967 -6.578 10.036 -0.11
O -0.046 -4.078 8.131 -0.22
C -0.532 -3.005 7.304 -0.11
H -3.371 -7.121 6.566 0.09
H -3.261 -7.300 8.323 0.08
H -3.181 -5.685 7.589 0.08
H -1.131 -7.656 9.987 0.09
H -1.916 -6.062 9.876 0.07
H -0.600 -6.326 11.029 0.09
H -1.623 -2.995 7.283 0.08
H -0.143 -3.097 6.288 0.08
H -0.185 -2.069 7.734 0.09
C 0.102 5.961 -5.442 -0.11
O 1.178 5.355 -6.207 -0.23
P 1.255 5.602 -7.854 0.54
O 1.718 4.275 -8.328 -0.25
O 2.478 6.666 -7.758 -0.24
C 2.400 7.758 -6.843 -0.11
O 0.702 6.309 -9.257 -0.23
C -0.624 5.934 -9.672 -0.11
H -0.365 5.192 -4.828 0.08
H 0.507 6.726 -4.782 0.06
H -0.655 6.409 -6.088 0.08
H 2.937 7.506 -5.928 0.09
H 1.369 8.018 -6.594 0.08
H 2.875 8.624 -7.300 0.09
H -1.365 6.241 -8.933 0.07
H -0.684 4.855 -9.830 0.08
H -0.836 6.443 -10.610 0.09
C -3.782 -5.966 -5.715 -0.10
O -3.596 -7.367 -5.397 -0.23
P -4.821 -8.240 -4.672 0.54
O -4.047 -9.098 -3.742 -0.25
O -5.224 -9.033 -6.029 -0.24
C -5.448 -8.310 -7.238 -0.11
O -6.373 -8.393 -4.083 -0.22
C -6.707 -7.569 -2.954 -0.12
H -2.934 -5.410 -5.318 0.07
H -3.804 -5.839 -6.798 0.08
H -4.703 -5.566 -5.289 0.08
H -4.543 -8.329 -7.847 0.09
H -5.737 -7.273 -7.054 0.07
H -6.249 -8.799 -7.788 0.09
H -6.648 -6.511 -3.215 0.08
H -6.043 -7.782 -2.115 0.08
H -7.730 -7.798 -2.665 0.09
C -3.929 5.233 -3.968 -0.12
O -4.256 5.904 -5.207 -0.23
P -4.842 5.041 -6.515 0.54
O -4.170 5.742 -7.636 -0.25
O -6.371 5.550 -6.317 -0.24
C -6.992 5.460 -5.037 -0.11
O -5.365 3.637 -7.238 -0.22
C -4.383 2.592 -7.379 -0.11
H -2.924 5.534 -3.669 0.07
H -4.630 5.550 -3.194 0.08
H -3.963 4.147 -4.061 0.08
H -6.919 6.423 -4.529 0.09
H -6.543 4.686 -4.411 0.07
H -8.044 5.221 -5.182 0.09
H -4.038 2.251 -6.402 0.08
H -3.536 2.940 -7.971 0.09
H -4.856 1.758 -7.891 0.09
```


3.
The following is a quantum chemistry calculation of C19H41Ba2NO14RbS4 as an isolated structure at a distorted geometry, from OMol25.

Computed properties:
E_tot ... -3523.38155 hartree
Total charge ... +3

```
82
Properties=species:S:1:pos:R:3:lowdin_charge:R:1
Rb -10.884 24.244 -13.456 0.87
Ba -9.459 20.895 -14.914 1.75
Ba -13.332 20.199 -15.401 1.80
O -9.460 23.585 -15.948 -0.53
C -10.048 23.582 -17.189 -0.42
C -11.330 22.741 -17.531 -0.34
O -11.451 21.409 -16.955 -0.70
H -9.283 23.049 -17.755 0.09
H -10.356 24.580 -17.499 0.11
H -11.621 22.681 -18.580 0.09
H -12.171 23.337 -17.177 0.09
O -6.809 26.400 -16.138 -0.31
S -7.601 27.621 -16.240 0.71
O -7.082 28.910 -15.742 -0.28
O -7.980 27.846 -17.866 -0.25
C -7.726 26.770 -18.746 -0.29
C -7.962 27.169 -20.192 -0.03
C -9.276 27.430 -15.437 -0.10
H -8.337 25.903 -18.495 0.10
H -6.690 26.552 -18.484 0.11
H -9.027 27.343 -20.346 0.07
H -7.802 26.358 -20.902 0.07
H -7.267 27.895 -20.615 0.09
H -9.018 27.300 -14.386 0.05
H -9.648 26.548 -15.959 0.03
H -9.865 28.347 -15.455 0.08
O -11.825 27.823 -20.535 -0.28
S -12.604 28.032 -19.327 0.66
O -12.010 28.612 -18.139 -0.31
O -14.012 28.870 -19.653 -0.26
C -14.599 29.671 -18.581 -0.30
C -15.653 30.501 -19.166 -0.07
C -13.324 26.390 -18.923 -0.11
H -13.750 30.271 -18.256 0.11
H -14.949 29.150 -17.690 0.12
H -16.366 29.747 -19.500 0.08
H -15.305 31.087 -20.017 0.10
H -16.329 30.967 -18.450 0.10
H -13.972 26.558 -18.063 0.06
H -12.475 25.722 -18.781 0.04
H -13.885 26.151 -19.827 0.07
O -11.548 23.648 -21.518 -0.31
S -10.411 22.819 -21.954 0.71
O -10.658 21.689 -22.910 -0.31
O -9.241 23.849 -22.601 -0.26
C -8.139 23.193 -23.236 -0.26
C -7.112 24.305 -23.625 -0.05
C -9.462 22.315 -20.499 -0.13
H -8.327 22.604 -24.134 0.12
H -7.643 22.549 -22.510 0.10
H -6.167 24.361 -23.086 0.08
H -7.665 25.242 -23.689 0.08
H -6.726 24.208 -24.640 0.08
H -9.063 23.226 -20.052 0.07
H -8.699 21.570 -20.724 0.07
H -10.069 21.748 -19.793 0.03
O -13.587 18.513 -17.730 -0.51
S -13.069 18.188 -19.101 0.73
O -12.978 16.784 -19.495 -0.24
O -13.823 19.104 -20.226 -0.24
C -13.463 18.984 -21.539 -0.32
C -14.558 19.421 -22.467 -0.03
C -11.333 18.877 -18.976 -0.08
H -13.164 17.983 -21.850 0.14
H -12.606 19.652 -21.622 0.12
H -15.228 18.680 -22.904 0.10
H -14.001 19.763 -23.339 0.09
H -15.004 20.317 -22.036 0.08
H -10.747 18.326 -19.711 0.08
H -11.075 18.686 -17.935 0.04
H -11.394 19.911 -19.315 0.04
N -15.491 21.227 -16.847 -0.15
C -16.755 21.317 -16.382 -0.12
C -17.800 22.053 -17.037 0.00
C -17.464 22.546 -18.237 -0.08
C -16.271 22.323 -18.830 -0.02
C -15.230 21.724 -18.084 -0.12
H -16.973 20.732 -15.501 0.10
H -18.789 22.133 -16.610 0.13
H -18.240 22.990 -18.842 0.14
H -16.030 22.961 -19.667 0.13
H -14.233 21.651 -18.493 0.10
```


4.
The following is a quantum chemistry calculation of a 12-piece molecular cluster, C48H123N7O12 overall at a distorted geometry, from OMol25.

Computed properties:
2S+1 ... 2
E_tot ... -3188.08455 hartree
Expectation value of S² ... 0.75
Total charge ... +1

```
190
Properties=species:S:1:pos:R:3:lowdin_charge:R:1
C 17.009 5.144 20.065 -0.07
C 18.379 5.067 20.648 -0.45
C 18.516 4.230 21.963 -0.20
O 19.834 3.901 22.395 -0.18
C 19.758 3.193 23.602 -0.12
N 19.237 4.447 19.653 0.05
H 16.390 5.581 20.847 0.08
H 16.557 4.186 19.808 0.08
H 17.152 5.729 19.156 0.06
H 18.678 6.092 20.866 0.13
H 17.903 3.364 21.712 0.12
H 17.978 4.826 22.700 0.12
H 19.316 2.222 23.377 0.09
H 19.499 3.693 24.535 0.10
H 20.784 2.859 23.759 0.09
H 19.984 4.185 20.280 0.06
H 18.830 3.646 19.192 0.04
C 22.728 10.386 13.692 -0.04
C 21.342 9.811 13.456 -0.46
C 20.600 9.264 14.675 -0.13
O 20.577 10.379 15.666 -0.24
C 20.610 9.962 17.053 -0.08
N 20.484 10.692 12.772 0.05
H 23.435 10.635 12.901 0.09
H 23.367 9.639 14.163 0.08
H 22.817 11.127 14.486 0.08
H 21.413 9.009 12.721 0.12
H 21.158 8.464 15.163 0.12
H 19.606 8.819 14.638 0.09
H 19.697 9.412 17.283 0.06
H 20.790 10.827 17.692 0.09
H 21.529 9.419 17.273 0.09
H 21.058 11.333 12.244 0.09
H 20.062 11.198 13.538 0.05
C 15.430 5.725 12.815 -0.04
C 14.811 7.021 13.281 -0.40
C 15.609 7.959 14.210 -0.17
O 15.870 7.468 15.511 -0.21
C 17.232 7.518 16.056 -0.05
N 14.430 7.688 12.097 0.06
H 16.082 5.233 13.537 0.06
H 16.170 5.779 12.017 0.06
H 14.685 4.951 12.631 0.08
H 13.831 6.831 13.719 0.14
H 15.111 8.914 14.380 0.10
H 16.599 8.085 13.770 0.10
H 17.832 6.876 15.412 0.09
H 17.390 7.307 17.114 0.07
H 17.577 8.551 16.003 0.07
H 15.079 8.132 11.463 0.05
H 13.815 8.450 12.348 0.03
C 12.844 3.509 17.181 -0.05
C 14.035 3.620 16.289 -0.38
C 15.400 3.385 17.049 -0.17
O 16.519 3.130 16.169 -0.23
C 17.738 2.641 16.829 -0.05
N 14.103 2.745 15.098 0.05
H 12.453 4.435 17.602 0.09
H 13.017 2.790 17.982 0.08
H 11.963 3.115 16.675 0.07
H 14.146 4.623 15.878 0.13
H 15.362 2.657 17.859 0.12
H 15.809 4.251 17.570 0.10
H 18.381 2.541 15.954 0.08
H 17.627 1.625 17.209 0.09
H 18.287 3.229 17.565 0.05
H 14.758 3.215 14.489 0.06
H 14.654 1.991 15.483 0.09
C 20.885 0.138 12.101 -0.04
C 20.383 1.048 10.946 -0.42
C 19.583 2.343 11.286 -0.22
O 18.451 1.994 11.980 -0.22
C 17.747 2.991 12.721 -0.07
N 21.551 1.329 10.101 0.02
H 19.929 -0.108 12.562 0.07
H 21.484 0.793 12.735 0.08
H 21.452 -0.712 11.722 0.08
H 19.646 0.469 10.389 0.13
H 19.178 2.775 10.371 0.13
H 20.303 3.002 11.771 0.13
H 18.546 3.513 13.248 0.08
H 16.941 2.634 13.363 0.09
H 17.503 3.721 11.949 0.08
H 21.879 0.419 9.812 0.06
H 21.327 1.725 9.199 0.06
C 17.533 9.027 19.441 -0.02
C 16.111 9.528 19.920 -0.50
C 16.182 11.034 20.058 -0.13
C 14.840 11.737 20.142 -0.17
C 14.024 11.432 18.886 -0.14
C 13.850 9.932 18.674 -0.43
N 15.156 9.215 18.875 -0.12
O 15.026 7.823 18.619 -0.01
C 12.734 9.384 19.737 0.00
C 13.413 9.682 17.190 -0.02
C 15.635 8.793 21.154 -0.01
H 18.451 9.315 19.952 0.09
H 17.757 9.326 18.417 0.04
H 17.624 7.944 19.363 0.05
H 16.569 11.346 21.028 0.13
H 16.841 11.506 19.329 0.10
H 14.895 12.809 20.331 0.11
H 14.371 11.485 21.094 0.11
H 14.554 11.806 18.010 0.09
H 12.998 11.795 18.823 0.12
H 12.808 9.630 20.796 0.06
H 11.774 9.776 19.401 0.07
H 12.690 8.296 19.791 0.07
H 14.187 9.814 16.434 0.05
H 13.063 8.664 17.014 0.09
H 12.695 10.480 17.001 0.08
H 16.486 9.049 21.786 0.09
H 15.553 7.706 21.133 0.08
H 14.739 9.245 21.578 0.07
H 15.322 7.745 17.710 0.06
C 15.484 13.603 12.527 0.04
C 16.660 12.737 13.173 -0.42
C 17.982 13.376 12.690 -0.12
C 18.700 14.474 13.522 -0.17
C 18.704 14.098 14.956 -0.12
C 17.317 13.531 15.498 -0.41
N 16.636 12.618 14.606 0.06
O 15.451 12.111 15.038 0.11
C 17.678 12.787 16.830 0.02
C 16.368 14.720 15.727 0.01
C 16.516 11.335 12.544 0.01
H 14.712 12.867 12.302 0.06
H 15.689 14.063 11.560 0.10
H 15.102 14.389 13.178 0.08
H 18.722 12.609 12.460 0.09
H 17.828 13.793 11.695 0.12
H 18.112 15.350 13.246 0.11
H 19.718 14.602 13.152 0.13
H 19.069 14.948 15.531 0.14
H 19.510 13.364 14.965 0.12
H 16.733 12.353 17.155 0.06
H 18.470 12.042 16.745 0.08
H 18.011 13.564 17.518 0.11
H 16.421 15.425 14.897 0.09
H 15.302 14.584 15.912 0.10
H 16.769 15.395 16.482 0.10
H 17.378 10.775 12.905 0.08
H 16.468 11.334 11.455 0.12
H 15.638 10.828 12.945 0.06
H 15.765 11.427 15.634 0.12
C 10.688 5.290 13.351 -0.09
C 10.855 3.905 13.880 -0.34
O 12.087 3.317 13.497 -0.09
H 9.632 5.518 13.202 0.08
H 11.214 5.225 12.399 0.08
H 11.186 5.951 14.060 0.07
H 9.984 3.273 13.704 0.11
H 10.860 4.091 14.954 0.09
H 12.664 3.206 14.257 -0.01
C 16.657 7.679 7.838 -0.06
C 16.227 7.429 9.299 -0.34
O 16.584 8.566 10.022 -0.11
H 17.728 7.872 7.890 0.07
H 16.252 8.587 7.390 0.07
H 16.397 6.844 7.188 0.08
H 16.561 6.462 9.674 0.10
H 15.153 7.400 9.485 0.10
H 17.541 8.509 10.067 0.04
C 13.408 1.149 11.077 -0.08
C 14.729 1.385 11.795 -0.34
O 15.780 0.748 11.079 -0.06
H 12.678 1.863 11.459 0.05
H 13.030 0.139 11.238 0.08
H 13.445 1.397 10.017 0.08
H 14.659 1.036 12.826 0.10
H 14.859 2.458 11.933 0.09
H 16.520 1.264 11.408 0.03
C 12.524 11.190 13.276 -0.07
C 12.182 10.305 12.011 -0.31
O 11.866 9.006 12.411 -0.08
H 13.443 10.781 13.696 0.03
H 11.810 11.061 14.090 0.07
H 12.591 12.258 13.071 0.07
H 12.980 10.427 11.278 0.11
H 11.297 10.763 11.571 0.11
H 12.000 8.415 11.666 0.09
C 19.338 7.061 12.373 -0.07
C 19.583 7.106 10.859 -0.25
O 19.471 8.496 10.574 -0.11
H 18.549 7.709 12.755 0.06
H 20.272 7.283 12.887 0.06
H 18.935 6.067 12.570 0.06
H 18.826 6.572 10.285 0.10
H 20.580 6.779 10.565 0.12
H 19.575 9.009 11.379 0.03
```


> Number 3 is which compound?

C19H41Ba2NO14RbS4